Formula: CFNS
Source: the OMol25 dataset
Level of theory: the ωB97M-V functional and the def2-TZVPD basis

The geometry in ORCA input format:
```
! wB97M-V def2-TZVPD RIJCOSX def2/J DEFGRID3
* xyz 0 1
C -0.310 0.013 -0.173
N 0.708 -0.098 0.369
F -0.091 -0.608 1.945
S -1.599 0.052 -1.162
*
```

M = 77.083 g/mol
Kohn-Sham gap (alpha / beta) = 0.2576 / 0.2574 Ha
Energy above the lowest of the compared OMol25 structures with the same formula, charge and spin = 257.0 kJ/mol